Entry from OMol25: a structure of composition C37H31AsP2RuS4Si (the ωB97M-V functional and the def2-TZVPD basis).

XYZ file:
```
77
Properties=species:S:1:pos:R:3:forces:R:3:mulliken_charge:R:1
Ru -0.19046 0.49328 0.55971 0.24 -0.06 0.10 -0.5960
As 0.28292 1.71197 2.72891 0.18 0.14 -0.23 0.3241
S -2.09148 3.28194 -0.42423 0.09 -0.06 0.04 -0.3098
S 1.61371 0.09607 2.27037 0.03 0.03 0.03 -0.4262
S -2.08903 1.30621 -0.51718 -0.08 -0.08 -0.10 -0.0864
S 1.22341 3.31985 3.60998 -0.05 0.01 0.13 -0.4408
P 1.21866 1.71570 -0.84498 -0.16 -0.07 0.05 2.4960
P -1.54380 -1.26828 1.23577 0.06 0.05 0.04 0.5831
Si 0.87040 -1.30318 -0.44577 -0.14 0.12 0.01 2.0515
C 0.54665 2.46257 -2.38929 -0.03 0.03 0.05 0.4712
C -0.78201 2.09734 -4.37146 0.00 -0.02 -0.02 -0.8424
C -1.55995 -2.56620 -0.06470 -0.02 0.05 -0.05 -0.7713
C -5.88899 0.15741 1.99652 0.00 -0.02 -0.02 -0.4818
C 2.41408 0.63857 -1.73699 -0.07 -0.05 0.03 -0.3244
C -1.11557 -2.22482 2.74634 -0.03 0.06 -0.01 1.0268
C 4.19865 0.30773 -3.31367 -0.02 -0.04 0.00 -0.8207
C -2.43009 -4.53013 -1.16031 0.01 0.00 -0.02 -0.9595
C -0.52656 -2.47596 -1.00878 0.01 -0.06 -0.02 -0.2039
C -4.37988 -1.27240 0.78271 -0.01 0.02 -0.01 -0.3202
C 2.12145 -0.72410 -1.74526 0.00 -0.05 0.03 0.0836
C 3.53593 2.75449 0.32865 -0.04 0.05 -0.02 -0.6899
C 2.89342 -1.56390 -2.55457 -0.01 -0.01 0.00 -0.2967
C -1.45461 -4.40627 -2.14319 -0.05 -0.03 0.01 -0.7026
C -4.81291 0.66527 2.71169 -0.03 0.02 0.02 -0.8223
C -0.50009 -3.40674 -2.04801 0.06 0.04 -0.04 -0.5923
C -0.45505 -4.25787 3.87160 0.00 -0.02 -0.01 -0.6388
C 2.24135 3.02767 -0.10816 0.06 -0.04 0.05 -0.0155
C 3.44786 1.15439 -2.51863 0.01 -0.05 -0.02 -0.3822
C 3.91316 -1.05678 -3.33912 0.05 0.07 -0.03 -0.8051
C -0.95137 -1.53639 3.94895 -0.03 -0.08 -0.01 -0.3039
C -2.47414 -3.61781 -0.11813 -0.04 -0.03 0.00 0.2439
C -3.53378 0.20204 2.46437 0.05 -0.03 0.03 -0.1561
C -0.32273 -3.56924 5.06556 0.00 0.04 0.03 -0.5688
C 1.91688 -2.56756 0.51934 -0.01 0.12 -0.07 -1.7456
C -5.66461 -0.79940 1.02120 0.01 0.02 0.01 -0.7976
C 0.44416 4.14119 -4.11853 -0.01 0.01 -0.01 -0.7079
C 1.66894 4.26533 0.18801 0.03 -0.03 -0.03 -0.0106
C -0.57151 -2.20310 5.10034 0.01 -0.05 0.03 -0.8628
C 3.70517 4.96610 1.25387 -0.01 0.04 0.02 -0.5256
C 4.26291 3.72196 1.00598 0.03 -0.03 0.00 -0.6885
C -0.30215 1.65920 -3.15000 0.02 -0.01 0.00 -0.2894
C 2.40525 5.23407 0.84896 0.02 0.02 -0.02 -0.7589
C -0.41492 3.34502 -4.85813 0.00 0.02 -0.01 -0.5749
C 0.92723 3.70010 -2.89291 -0.02 -0.01 0.01 -0.5462
C -0.84788 -3.58980 2.71886 -0.01 -0.01 0.03 -0.2478
C -3.29987 -0.80115 1.52236 -0.06 -0.04 -0.03 0.6693
H -0.44290 -1.64794 6.02055 0.00 0.00 0.01 0.4195
H 3.65561 2.21797 -2.51202 0.00 0.01 0.00 0.4491
H -3.15254 -5.33540 -1.20798 -0.01 0.00 0.01 0.3899
H 2.70251 -2.63188 -2.56099 0.00 -0.01 0.00 0.3049
H -4.23149 -1.98278 -0.01660 0.00 0.02 0.01 0.5187
H -3.21861 -3.73032 0.66142 0.00 -0.02 -0.02 0.6643
H -1.09441 -0.46514 3.98849 -0.05 -0.01 -0.03 0.0855
H 0.74124 5.11413 -4.49077 0.00 0.00 0.00 0.4060
H 1.94986 6.18896 1.07811 -0.01 0.00 0.00 0.3863
H -0.79784 3.69351 -5.80940 0.00 0.00 0.00 0.3539
H -0.24468 -5.31931 3.82718 0.00 -0.01 0.01 0.4101
H 2.06890 -3.44654 -0.11642 0.03 -0.01 -0.01 0.3235
H -0.00997 -4.08836 5.96292 0.00 0.00 0.01 0.3611
H 3.97013 1.77827 0.15487 0.00 0.00 0.00 0.3859
H -1.45097 1.46506 -4.94154 -0.01 0.00 0.00 0.4235
H 5.00160 0.70696 -3.92124 0.00 -0.01 0.00 0.4112
H -6.48747 -1.17264 0.42428 -0.01 0.00 0.00 0.4050
H -1.42817 -5.10789 -2.96844 0.01 -0.01 -0.01 0.4267
H 2.89373 -2.14807 0.76626 0.01 0.01 0.02 0.3986
H -4.96459 1.44877 3.44316 0.00 0.00 0.00 0.4142
H -2.69812 0.67042 2.96987 0.01 -0.04 0.02 0.0876
H -0.59941 0.68799 -2.77022 0.03 0.02 -0.02 0.0394
H 5.26278 3.49466 1.35412 0.00 0.00 0.00 0.3919
H 4.49741 -1.72015 -3.96593 0.01 0.01 0.00 0.3960
H 0.28576 -3.35153 -2.79423 0.00 -0.01 -0.01 0.3353
H 1.60215 4.33301 -2.33428 0.01 0.01 0.03 0.3836
H 1.44827 -2.89399 1.44774 -0.05 0.02 0.00 0.4471
H 0.63432 4.45246 -0.07590 -0.02 0.00 -0.02 0.3069
H 4.27213 5.71683 1.79032 0.00 0.00 0.00 0.3593
H -6.88938 0.52919 2.17791 -0.01 0.01 0.00 0.3633
H -0.92462 -4.14065 1.79069 0.01 0.01 0.04 0.3158
```
Forces are in eV/Å.

The expectation value of S² is 0.7640. As for the spin multiplicity: 2. The calculation puts the HOMO-LUMO gap (alpha / beta) at 5.93 / 6.03 eV. The net charge is -1. For the highest occupied orbital energy (alpha / beta), the calculation gives -4.0475 / -4.3556 eV.

***

Entry from OMol25: a structure of composition C37H31BF4GeN6O5SSc (the ωB97M-V functional and the def2-TZVPD basis).

XYZ file:
```
87
Properties=species:S:1:pos:R:3:forces:R:3:mulliken_charge:R:1
Ge -0.86160 2.75760 2.13100 -0.43 0.49 0.37 0.6389
Sc -0.25250 -0.45160 -0.23090 0.16 0.46 -0.40 0.2204
S 1.36190 1.53820 0.87010 0.68 0.84 0.81 -0.2315
F -3.76280 -1.82590 1.10280 -0.65 0.39 -0.24 -0.3040
F -1.50200 -1.37240 0.92090 -0.71 -0.51 0.57 0.4511
F -2.28480 -3.53580 0.88420 0.25 -0.70 -0.43 -0.3049
F -2.37560 -2.36610 2.81570 0.21 0.11 0.84 -0.3417
O 2.02560 0.00730 -3.45730 -0.22 -0.22 0.17 -0.6667
O 5.85720 -3.77450 0.91840 0.08 -0.17 0.15 -0.6923
O 6.05740 -2.73700 -2.77570 -0.22 -0.18 -0.37 -0.5014
O 1.62530 0.45410 -0.15330 0.56 -0.75 -0.99 -0.0902
O -0.33720 1.66010 -3.95970 -0.07 -0.07 0.22 -0.6763
N -0.02030 0.02640 -2.33360 0.06 -0.04 0.33 0.3718
N 0.39390 -2.37140 -1.39150 0.16 0.12 -0.45 0.0261
N 5.15710 -2.36180 -0.70230 0.05 0.14 -0.43 0.0678
N -0.15740 1.29620 1.21780 -0.13 -0.25 -0.05 0.2814
N -2.12170 0.81130 -1.00760 0.21 -0.04 -0.44 0.4730
N 1.42770 -2.01850 1.17520 -0.11 0.11 0.06 0.5236
C -0.59640 3.92930 -0.52580 -0.01 -0.25 -0.01 0.2490
C 3.61400 -3.01470 1.03710 -0.37 -0.06 0.24 0.1082
C 2.19830 -2.77380 -2.91650 -0.11 0.14 0.11 -0.3798
C -3.75330 3.17340 2.48220 0.15 0.16 0.00 -0.2527
C 1.09980 -2.92990 2.09100 -0.02 -0.06 0.17 -0.4870
C -4.20980 1.96660 -0.87010 0.07 -0.04 -0.08 -0.9666
C 3.26830 -3.93170 2.02920 -0.04 0.15 -0.19 -0.5280
C 0.37270 -3.67570 -1.12040 -0.17 -0.29 0.08 -0.4620
C -0.63580 1.07000 -2.94140 -0.34 0.15 -0.14 0.1685
C -3.25210 1.09720 -0.36540 -0.24 -0.09 0.21 -0.5261
C -0.31760 6.24060 -1.07860 -0.01 0.02 -0.05 -0.6527
C -2.85500 2.22740 -2.80280 0.25 -0.11 0.14 -0.5264
C -2.71180 2.26570 2.63020 0.77 0.28 -0.10 0.2049
C -5.31730 1.53500 3.27370 -0.04 -0.05 0.00 -0.5483
C -4.28480 0.62070 3.41840 0.02 -0.13 -0.01 -0.5495
C -4.01860 2.53270 -2.11980 0.11 -0.17 0.21 -0.8048
C 0.82260 3.10750 6.03210 0.00 0.01 0.13 -0.7032
C -1.92590 1.38760 -2.20550 -0.28 0.20 -0.35 0.4338
C -0.40670 4.91630 -1.47480 0.04 -0.02 -0.14 -0.5947
C 1.16090 -0.49280 -2.77130 0.38 -0.02 -0.44 -0.2132
C 0.35360 3.09440 3.67130 -0.62 -0.06 -0.62 0.2059
C 1.64190 3.55750 3.42700 -0.08 0.09 -0.11 -0.0535
C 2.51760 3.78130 4.47340 0.13 0.06 0.03 -0.8804
C 1.23220 -4.58680 -1.71680 -0.05 0.17 0.02 -0.8557
C 6.37640 -2.36080 -1.45980 0.49 0.17 0.52 -0.5665
C -5.05020 2.81440 2.81090 -0.12 0.04 -0.04 -0.6529
C 2.10770 3.56030 5.77830 -0.06 0.04 0.08 -0.4521
C 2.18090 -4.12410 -2.61560 -0.16 0.10 0.10 -0.5348
C -2.98760 0.98720 3.10110 0.22 0.02 0.04 -0.5910
C -0.44430 6.57040 0.26080 0.01 0.11 0.02 -0.6837
C -0.04630 2.86650 4.98100 -0.19 -0.04 -0.10 -0.3530
C 1.27280 -1.93650 -2.30660 0.36 -0.25 -0.31 0.8878
C 2.66710 -2.06120 0.68320 0.34 -0.04 -0.04 -0.8448
C -0.64480 5.57620 1.20280 -0.06 -0.12 0.21 -0.4871
C 4.98030 -3.09820 0.42100 -0.12 0.13 -0.02 0.1531
C -0.71470 4.24270 0.82080 -0.11 -0.50 0.53 0.2859
C 1.99450 -3.88170 2.56620 0.11 0.06 -0.11 -0.8947
B -2.58500 -2.35800 1.48210 0.10 0.03 -0.13 0.2992
H -0.38700 -4.00730 -0.42490 0.03 0.05 0.15 0.6075
H 4.37700 -1.90650 -1.15020 -0.01 -0.02 0.11 0.0376
H -0.13830 7.01210 -1.81180 -0.01 0.09 -0.07 0.3961
H 2.86730 -4.80140 -3.09830 0.12 -0.08 -0.01 0.4964
H -0.63190 2.89010 -0.83060 0.04 0.16 -0.01 -0.1481
H 3.51470 4.14550 4.27310 0.08 0.02 -0.01 0.3966
H 4.00360 -4.65720 2.34760 0.02 -0.04 0.02 0.5057
H 1.69450 -4.57180 3.33990 -0.09 -0.03 0.02 0.4873
H 6.81210 -1.34590 -1.44170 -0.05 -0.30 -0.05 0.3451
H -2.18130 0.26950 3.18860 -0.04 -0.13 0.07 0.4433
H -3.41670 0.59380 0.57750 0.05 0.03 0.00 0.7914
H 0.08740 -2.89830 2.47040 -0.09 0.06 0.01 0.4020
H 2.88490 -2.35120 -3.63160 0.08 0.08 -0.08 0.5841
H -5.08900 2.17910 -0.28330 -0.08 -0.05 0.06 0.5545
H -4.48040 -0.38700 3.75340 -0.05 -0.07 0.04 0.4517
H -3.54400 4.16350 2.09660 -0.06 0.09 -0.02 0.3825
H 2.78000 3.76520 6.59900 0.06 -0.03 0.05 0.3857
H -0.30700 4.63740 -2.51430 0.02 0.02 -0.10 0.5248
H 6.83830 -2.65810 -3.33340 -0.02 0.05 0.08 0.2918
H 1.95240 3.76370 2.41060 0.09 0.07 -0.01 0.4025
H 2.91110 -1.26600 -0.00930 -0.07 -0.04 0.00 1.1250
H -5.85610 3.52750 2.69420 -0.01 0.02 0.00 0.4211
H 7.06430 -3.07480 -0.98430 -0.19 0.26 -0.05 0.4302
H -2.63250 2.62380 -3.78060 0.07 0.04 -0.06 0.5615
H -0.73530 5.82740 2.25010 0.04 0.15 0.13 0.4377
H -0.37270 7.60130 0.57520 0.00 0.09 0.01 0.4216
H 1.14680 -5.63640 -1.48230 -0.02 -0.05 0.06 0.4763
H -1.05100 2.51040 5.17210 -0.04 -0.01 0.10 0.3522
H -4.75980 3.18730 -2.55280 -0.05 0.07 -0.02 0.4462
H -6.33180 1.24610 3.51240 -0.03 0.00 0.02 0.3956
H 0.48910 2.95570 7.04940 0.02 -0.04 0.05 0.3976
```
Forces are in eV/Å.

The expectation value of S² is 0.7534. As for the spin multiplicity: 2. The calculation puts the HOMO-LUMO gap (alpha / beta) at 7.12 / 8.82 eV. For the highest occupied orbital energy (alpha / beta), the calculation gives -7.5067 / -9.3893 eV.

***

no.,energy (eV),F_max (eV Å⁻¹)
1,-172095.5332,0.33
2,-157660.8575,1.36